Entry from OMol25: a structure of composition C31H25Cl3N5O5S2Zr (wB97M-V/def2-TZVPD).

Structure (XYZ):
```
72
Properties=species:S:1:pos:R:3:lowdin_charge:R:1
Zr -0.607 0.873 -0.638 1.7154
Cl -3.584 1.144 -4.811 0.6948
Cl -4.066 2.617 -2.369 0.6907
Cl -1.358 1.892 -3.135 0.6771
S 1.988 -1.007 2.674 0.9747
S 0.424 1.535 2.220 0.6982
O 3.125 -0.882 -0.605 0.0578
O -2.468 0.052 -1.266 -0.2666
O -0.754 -0.905 0.617 -0.1622
O -3.988 -0.802 -2.666 0.0921
O -0.392 5.101 -0.044 0.0905
N -2.156 2.122 0.532 -0.0475
N 0.021 -0.949 -2.254 0.0229
N 0.158 2.890 -0.522 -0.1198
N 3.068 1.262 2.342 -0.0245
N 1.502 0.741 -0.968 -0.0609
C -1.442 -4.845 -0.662 -0.0474
C -3.225 0.052 -2.313 -0.7958
C -1.160 -1.758 1.420 -0.3429
C -4.291 2.497 1.506 -0.0238
C 2.300 1.891 -0.760 -0.2372
C 4.236 0.436 2.616 -0.1801
C -1.635 -1.341 2.770 -0.0034
C -0.685 -1.642 -3.147 -0.1076
C 3.639 4.291 -0.416 -0.0770
C -1.373 -3.514 -0.291 0.0026
C 3.690 1.920 -0.793 -0.0335
C -1.181 -3.175 1.047 -0.1478
C -3.101 1.367 -3.157 -1.4492
C 1.568 3.073 -0.575 -0.2289
C -1.063 -4.177 2.013 -0.0080
C -1.098 -5.506 1.632 -0.0510
C -4.096 3.871 1.418 -0.0132
C 3.792 -1.017 2.429 -0.3822
C 2.250 4.276 -0.407 -0.0027
C -2.917 4.354 0.881 0.0282
C -3.307 1.655 1.035 -0.1197
C 1.691 -2.661 -2.291 0.0307
C 1.878 0.705 2.386 -1.0630
C 0.946 -3.383 -3.210 -0.0234
C 1.202 -1.441 -1.867 -0.1883
C -0.637 3.914 -0.082 -0.4747
C -0.249 -2.851 -3.665 -0.0257
C 2.054 -0.509 -1.048 -0.4476
C -1.964 3.442 0.464 -0.2085
C -1.292 -5.838 0.296 -0.0462
C 4.358 3.124 -0.617 -0.0886
H 2.649 -2.995 -1.922 0.1285
H 1.701 5.191 -0.275 0.1003
H -2.647 -1.719 2.931 0.1148
H -1.521 -2.727 -1.016 0.0988
H 3.147 2.246 2.117 0.1477
H -1.622 -5.108 -1.696 0.1119
H 5.032 0.696 1.920 0.1270
H -4.862 4.554 1.762 0.1229
H 4.155 5.233 -0.283 0.1071
H 4.250 -1.675 3.162 0.0829
H -1.338 -6.879 0.005 0.1150
H -5.200 2.083 1.917 0.1190
H -0.849 -3.358 -4.408 0.1215
H 1.302 -4.335 -3.581 0.1217
H -1.628 -1.229 -3.472 0.1001
H 3.993 -1.369 1.422 0.0557
H -1.587 -0.262 2.876 0.0418
H -2.699 5.408 0.783 0.1317
H -0.985 -6.284 2.374 0.1143
H -3.433 0.580 1.036 0.1169
H 4.243 1.008 -0.950 0.1045
H -0.918 -3.924 3.055 0.1162
H 4.580 0.625 3.635 0.1262
H -1.002 -1.795 3.536 0.0913
H 5.439 3.144 -0.649 0.1053
```

Summary:
Highest occupied orbital energy in eV: -10.23
Charge: +1
LUMO energy in eV: -3.48
Kohn-Sham gap in eV: 6.744